(1)
Molecular formula: C44H49AsBiClF5N4OSTe
Method: DFT, ωB97M-V/def2-TZVPD

```
! wB97M-V def2-TZVPD RIJCOSX def2/J DEFGRID3
* xyz -1 1
Bi -1.02923 -0.04021 0.15062
F 2.11778 -1.38174 0.52450
C 2.16052 -0.89827 -0.82257
F 1.66805 -2.02917 -1.56754
C 3.64149 -0.94163 -1.13383
F 4.26262 -2.14093 -0.99184
F 4.32198 -0.07644 -0.34856
F 3.86085 -0.57004 -2.41979
C 4.96745 5.12151 3.16205
C 4.00538 4.57210 4.00282
C 3.07824 3.66595 3.50648
C 3.09787 3.29854 2.16287
C 4.07257 3.84460 1.33261
C 5.00097 4.75465 1.82508
As 1.78803 2.08888 1.30829
C 1.35109 1.01585 2.89431
C 2.41158 0.30135 3.45379
C 2.19907 -0.58230 4.49951
C 0.91589 -0.78384 4.99620
C -0.14896 -0.09652 4.43637
C 0.07002 0.79817 3.39292
C 0.31812 3.40787 1.30716
C -0.31264 3.92847 2.43616
C -1.31910 4.87694 2.31223
C -1.70407 5.32738 1.05475
C -1.07463 4.82653 -0.07597
C -0.07503 3.86829 0.05056
H 5.69020 5.82834 3.55050
H 3.97811 4.84884 5.04987
H 2.34017 3.23733 4.17524
H 4.11289 3.54667 0.29073
H 5.75436 5.16832 1.16570
H 3.41153 0.42254 3.05173
H 3.03504 -1.12995 4.91714
H 0.74772 -1.48720 5.80230
H -1.15674 -0.25920 4.79856
H -0.77982 1.32076 2.97124
H -0.00852 3.60910 3.42541
H -1.80184 5.26740 3.20044
H -2.49454 6.06169 0.95910
H -1.37250 5.16530 -1.06075
H 0.38561 3.44939 -0.83844
C 1.63042 -1.03131 -6.95017
C 0.83250 -2.02146 -6.08965
C 1.53883 -2.20731 -4.73740
C 0.88581 -3.37816 -6.80764
C -0.64841 -1.51823 -5.92868
O -1.32143 -1.52359 -7.19991
C -1.46752 -2.31401 -4.88438
C -2.08204 -3.64613 -5.39202
C -1.80229 -4.87450 -4.55758
C -1.32427 -6.03601 -5.15852
C -1.08539 -7.18807 -4.42245
C -1.33292 -7.17424 -3.06227
Cl -1.04025 -8.61740 -2.12467
C -1.80617 -6.03541 -2.43435
C -2.03744 -4.89298 -3.18663
C -0.75411 -0.00516 -5.64210
N -0.16451 0.50585 -4.42004
C -0.71098 0.65365 -3.20359
N 0.14967 1.21060 -2.37382
C 1.24049 1.38731 -3.16212
N 1.09410 1.01015 -4.40995
H 2.58684 -1.48590 -7.22079
H 1.84319 -0.10627 -6.41647
H 1.09637 -0.79834 -7.87558
H 2.60246 -2.38543 -4.91669
H 1.15557 -3.07212 -4.19111
H 1.47131 -1.34078 -4.08072
H 1.93452 -3.65146 -6.94459
H 0.43139 -3.34647 -7.80247
H 0.42904 -4.17497 -6.22165
H -1.46040 -2.43332 -7.47263
H -2.28934 -1.67754 -4.54751
H -0.84873 -2.49362 -4.00508
H -1.74446 -3.88530 -6.39989
H -3.16345 -3.51725 -5.47366
H -1.13296 -6.04625 -6.22621
H -0.70948 -8.08472 -4.89701
H -1.98803 -6.03540 -1.36756
H -2.39376 -4.00115 -2.68272
H -1.81569 0.23836 -5.63437
H -0.29849 0.53851 -6.46402
H -1.71365 0.32125 -2.96319
H 2.16747 1.79720 -2.79244
Te -0.75816 -2.85058 -0.06677
C -2.59132 -3.31627 0.87074
C -2.73100 -3.84816 2.12767
C -4.08138 -4.13187 2.47585
C -4.95238 -3.81641 1.47284
S -4.12889 -3.15765 0.13207
H -1.88342 -4.02729 2.77606
H -4.38883 -4.54883 3.42557
H -6.02727 -3.91766 1.46762
C -5.28257 0.57347 -0.41468
C -3.88302 1.01463 0.02267
C -3.94037 1.47238 1.48822
C -3.44535 2.20705 -0.83912
N -2.99858 -0.14049 -0.11592
H -5.99767 1.40114 -0.35411
H -5.63088 -0.24400 0.22073
H -5.25087 0.20820 -1.44416
H -4.70371 2.24247 1.64013
H -2.97153 1.88633 1.78989
H -4.16642 0.61779 2.12996
H -4.14534 3.04406 -0.75165
H -3.39905 1.90834 -1.89002
H -2.45504 2.56242 -0.53761
*
```

**Energy above the lowest of the compared OMol25 structures with the same formula, charge and spin**: 0.0 kJ/mol
**LUMO**: 2.28 eV
**Gap between HOMO and LUMO**: 6.460 eV
**Maximum force**: 0.6 eV Å⁻¹

(2)
Molecular formula: C44H49BrCl2KN11O3STe
Method: DFT, ωB97M-V/def2-TZVPD

```
! wB97M-V def2-TZVPD RIJCOSX def2/J DEFGRID3
* xyz -2 1
K -0.62006 0.68791 1.29153
C -4.94750 1.89795 -0.48224
O -5.76534 0.91610 0.13215
C -5.24718 0.05587 1.08548
C -6.19178 -0.82559 1.57099
C -5.88648 -1.75533 2.56757
C -4.62100 -1.71781 3.11793
C -3.65323 -0.80573 2.68774
C -2.39693 -0.78827 3.45305
N -1.60103 0.20100 3.54100
N -0.56676 0.08347 4.44787
C 0.63250 0.43465 4.05443
O 1.00918 0.72682 2.87747
C 1.67160 0.35921 5.15225
C 3.01437 0.51461 4.82102
C 4.00597 0.38846 5.78879
C 3.66397 0.12907 7.10856
C 2.32100 -0.00278 7.45201
C 1.33405 0.10162 6.48214
C -3.88387 0.06284 1.56245
O -2.94963 0.75367 1.02641
H -5.62413 2.49205 -1.10106
H -4.19255 1.43736 -1.11225
H -4.44991 2.53778 0.24600
H -7.19127 -0.76011 1.15155
H -6.63278 -2.45611 2.92224
H -4.36674 -2.39169 3.93277
H -2.19670 -1.68911 4.04668
H 3.26230 0.72273 3.78710
H 5.04708 0.49218 5.50393
H 4.43430 0.03200 7.86551
H 2.04515 -0.18920 8.48478
H 0.28839 -0.01955 6.73274
N 1.62608 -5.37164 0.37801
N 1.80750 -4.10788 0.91228
N 1.15307 -3.70027 1.97422
C 1.59951 -2.45244 2.07754
N 2.50302 -2.16278 1.12401
N 2.62557 -3.24184 0.38726
H 1.56264 -6.03626 1.13587
H 2.39880 -5.56120 -0.24460
H 1.28706 -1.75114 2.83895
Cl 0.31212 5.56480 -0.40513
C 0.98650 3.91247 -0.27703
Cl 1.16641 3.40449 1.41290
H 1.95430 3.90864 -0.75939
H 0.31197 3.21907 -0.76327
C 1.08472 -2.86125 -3.69793
C 1.12630 -1.43362 -3.19297
N 0.96853 -1.46795 -1.74957
C -0.07750 -2.15989 -1.18314
N -0.52594 -1.78995 -0.03786
C -1.58627 -2.53121 0.62021
C -1.75264 -3.95524 0.11037
C -1.71140 -3.93885 -1.40460
N -0.47929 -3.31914 -1.85925
C -0.24482 -3.46513 -3.28848
H 1.90611 -3.42405 -3.24453
H 1.18850 -2.89703 -4.78442
H 0.33380 -0.85227 -3.68089
H 2.07185 -0.94814 -3.42107
H 1.14868 -0.58859 -1.27490
H -2.52601 -1.98133 0.49332
H -1.37492 -2.54769 1.69193
H -2.69882 -4.37588 0.46021
H -0.93234 -4.57706 0.47792
H -2.58897 -3.40655 -1.80118
H -1.73321 -4.95581 -1.80341
H -1.05454 -2.98881 -3.86479
H -0.27101 -4.53533 -3.51530
C 4.63017 -0.31720 -0.36808
Te 3.01322 0.56553 0.77714
C 4.14100 2.29612 0.05893
C 5.56711 1.86886 0.24826
C 6.59296 2.69438 0.68759
C 7.87412 2.18477 0.89713
C 8.13353 0.84563 0.64533
C 7.10841 0.01361 0.19656
C 5.82661 0.50941 0.00953
H 4.39209 -0.18575 -1.42900
H 4.77325 -1.37708 -0.16574
H 3.92221 3.23168 0.56955
H 3.91720 2.40282 -1.00840
H 6.38607 3.74015 0.89142
H 8.66251 2.83386 1.26127
H 9.12635 0.44249 0.81079
H 7.30902 -1.03747 0.01332
N -0.67639 1.32891 -1.30350
S -0.82959 1.49209 -2.85873
C -2.43217 0.71777 -3.25321
C -3.08141 0.97880 -4.45736
C -4.22891 0.27400 -4.78998
C -4.72164 -0.70388 -3.92997
C -4.04151 -0.99885 -2.75693
C -2.88731 -0.29802 -2.42368
C -1.40197 3.19433 -3.22501
C -2.51715 3.68407 -2.55582
C -2.92660 4.99295 -2.74895
C -2.20298 5.82737 -3.59616
C -1.07653 5.34123 -4.24386
C -0.67056 4.02260 -4.06066
H -1.56970 1.43338 -0.80926
H -2.69594 1.74679 -5.11953
H -4.74502 0.49080 -5.71828
H -5.62892 -1.24197 -4.17819
H -4.41690 -1.76314 -2.08684
H -2.34852 -0.51585 -1.50401
H -3.06206 3.04177 -1.87559
H -3.80362 5.36391 -2.23153
H -2.51552 6.85500 -3.74085
H -0.49903 5.99593 -4.88643
H 0.22639 3.65088 -4.54107
Br 2.06742 2.12805 -3.24011
*
```

**Energy above the lowest of the compared OMol25 structures with the same formula, charge and spin**: 140.1 kJ/mol
**LUMO**: 3.75 eV
**Gap between HOMO and LUMO**: 5.622 eV
**Maximum force**: 1.9 eV Å⁻¹

(3)
Molecular formula: C44H49CrGeN9O5S
Method: DFT, ωB97M-V/def2-TZVPD

```
! wB97M-V def2-TZVPD RIJCOSX def2/J DEFGRID3
* xyz -2 5
Cr 0.44172 -1.05701 0.97582
C 2.85862 1.69751 3.40242
C 2.12133 2.46541 2.34061
C 2.64030 3.68203 1.91327
C 1.99029 4.44425 0.95619
C 0.80313 3.97406 0.41986
C 0.26045 2.75442 0.80668
C -1.05460 2.32955 0.21082
C 0.92306 1.99094 1.77663
N 0.41358 0.72286 2.12577
C -0.02523 0.58626 3.38476
O -0.08291 1.43286 4.28381
C -0.53161 -0.81005 3.65643
C -1.02831 -1.24197 4.87244
C -1.47501 -2.55386 4.97852
C -1.41932 -3.39727 3.87458
C -0.91315 -2.89680 2.68908
N -0.48970 -1.63490 2.61002
C -0.86752 -3.66496 1.38743
O -1.30262 -4.82025 1.35775
N -0.39997 -2.91788 0.37085
C -0.68717 -3.37608 -0.93649
C -2.01689 -3.48254 -1.37783
C -3.15937 -3.19518 -0.44880
C -2.26948 -3.81279 -2.70498
C -1.23560 -4.02814 -3.60245
C 0.07279 -3.91390 -3.16150
C 0.35994 -3.59145 -1.84054
C 1.78489 -3.47441 -1.38674
H 3.93743 1.76450 3.24305
H 2.57995 0.64751 3.41163
H 2.62337 2.10911 4.38600
H 3.57075 4.03282 2.34777
H 2.39438 5.40089 0.64642
H 0.25249 4.56946 -0.29643
H -1.05213 2.47355 -0.87236
H -1.87116 2.93378 0.61376
H -1.29317 1.29061 0.42524
H -1.05927 -0.54116 5.69519
H -1.87492 -2.91578 5.91725
H -1.76349 -4.42146 3.89819
H -2.97468 -2.26286 0.08823
H -3.26660 -3.98908 0.29196
H -4.09332 -3.09494 -1.00229
H -3.29933 -3.88221 -3.03659
H -1.44870 -4.27312 -4.63573
H 0.89525 -4.07140 -3.85104
H 2.46979 -3.65861 -2.21633
H 1.99491 -4.19754 -0.59780
H 2.00214 -2.49351 -0.95897
C 4.74403 -3.13898 0.06228
Ge 3.74511 -2.99919 1.77071
C 5.20879 -2.74525 3.09460
C 3.00121 -4.76578 2.21456
C 2.46550 -1.56985 1.88410
H 5.80437 -3.27597 0.28179
H 4.63278 -2.23143 -0.53425
H 4.40700 -3.98077 -0.54278
H 5.89598 -3.59583 3.12029
H 4.79760 -2.60012 4.09514
H 5.77972 -1.85097 2.83384
H 3.76374 -5.54106 2.11045
H 2.14609 -5.02645 1.59110
H 2.65874 -4.75948 3.25119
H 3.09492 -0.66700 1.82744
H 2.18185 -1.60798 2.95028
N -3.09060 0.04113 1.57506
C -4.24268 0.79669 1.27079
C -5.20640 0.30464 0.39746
C -6.32076 1.07055 0.07370
C -6.48661 2.34142 0.59900
C -5.51514 2.83975 1.45994
C -4.40837 2.07928 1.79594
S -7.91534 3.34518 0.18623
O -8.48949 3.70859 1.47676
O -8.75981 2.47043 -0.61900
O -7.36739 4.48208 -0.54413
H -2.57439 0.41321 2.36112
H -3.27636 -0.94089 1.72217
H -5.08195 -0.68495 -0.02940
H -7.08089 0.68968 -0.59494
H -5.64446 3.83047 1.87624
H -3.66141 2.47146 2.47919
C 3.00847 0.82743 -0.87003
C 1.77633 0.37552 -1.56609
N 0.77954 -0.27318 -1.00358
C -0.17299 -0.46882 -1.98923
C 0.26679 0.04504 -3.15955
N 1.50850 0.59537 -2.88595
C 2.41236 1.15827 -3.86235
N 1.79299 2.14371 -4.71250
N 1.67316 1.90075 -6.03805
N 1.18743 2.92713 -6.62579
C 0.96636 3.90477 -5.67204
C 0.44855 5.19935 -5.79062
C 0.35369 5.94047 -4.63898
C 0.75746 5.41669 -3.38842
C 1.26512 4.14562 -3.25602
C 1.36249 3.40557 -4.43571
H 2.97870 0.43723 0.14444
H 3.05151 1.91830 -0.80997
H 3.91204 0.45527 -1.35736
H -1.10061 -0.97124 -1.77937
H -0.17084 0.08554 -4.14050
H 2.78417 0.38843 -4.54034
H 3.24823 1.60702 -3.32566
H 0.12987 5.58501 -6.74899
H -0.05197 6.94255 -4.67834
H 0.64798 6.03168 -2.50475
H 1.54396 3.74264 -2.29273
*
```

**Energy above the lowest of the compared OMol25 structures with the same formula, charge and spin**: 0.0 kJ/mol
**Expectation value of S²**: 6.03
**LUMO (alpha / beta)**: 3.24 / 3.24 eV
**Gap between HOMO and LUMO (alpha / beta)**: 4.906 / 6.520 eV
**Maximum force**: 0.8 eV Å⁻¹

(4)
Molecular formula: C44H49NP2Pd
Method: DFT, ωB97M-V/def2-TZVPD

```
! wB97M-V def2-TZVPD RIJCOSX def2/J DEFGRID3
* xyz 0 3
Pd 0.18751 0.22519 0.86910
C -1.71314 0.80578 -3.90057
C -1.68535 -0.51768 -3.71702
C -1.00668 -1.46458 -4.65386
C 0.36945 -0.99706 -5.19891
C 1.24150 -0.21093 -4.25887
C 1.15379 1.09579 -4.00035
C 0.33525 2.04131 -4.81719
C -1.10798 1.55910 -5.04248
C 1.74703 0.73457 2.16388
H -2.34822 1.42696 -3.27421
H -2.37167 -0.98631 -3.00405
H -1.64839 -1.65583 -5.53435
H -0.88299 -2.43708 -4.15462
H 0.92667 -1.91339 -5.44672
H 0.21277 -0.46784 -6.15230
H 2.10729 -0.77885 -3.91898
H 1.85402 1.57280 -3.31812
H 0.78470 2.20406 -5.81135
H 0.33181 3.02112 -4.31882
H -1.71989 2.45693 -5.18892
H -1.16655 0.98517 -5.97487
H 1.12211 1.18621 2.94580
H 2.53355 1.43200 1.85570
H 2.16873 -0.22802 2.48567
P -1.18327 -0.86571 -0.54219
P 2.16844 0.02204 -0.32721
C 0.11867 -1.48105 -1.60607
C 1.44195 -1.12408 -1.50711
C -2.15801 -2.28813 -0.03336
C -2.62824 -3.18401 -1.01193
C -3.46523 -4.23694 -0.64264
C -3.79925 -4.41570 0.70299
C -3.24807 -3.58924 1.69187
C -2.41378 -2.53653 1.32652
C -2.28925 0.55599 -0.88903
C -1.73852 1.85297 -1.08341
C -2.57634 2.96106 -1.23294
C -3.95788 2.76748 -1.31982
C -4.51461 1.50000 -1.13575
C -3.68899 0.41186 -0.84790
C 3.63896 -0.92963 0.16499
C 3.42575 -2.24809 0.61407
C 4.51015 -3.06989 0.92640
C 5.81468 -2.58317 0.77078
C 6.03700 -1.27498 0.32244
C 4.95181 -0.44078 0.02917
C 2.70571 1.69654 -0.81779
C 2.24544 2.84283 -0.13378
C 2.63594 4.11974 -0.53334
C 3.45991 4.27190 -1.65313
C 3.89644 3.15132 -2.36651
C 3.59506 1.86921 -1.89608
H -0.17960 -2.32009 -2.24096
H 2.19640 -1.64522 -2.10986
H -2.33204 -3.05294 -2.05208
H -3.85195 -4.91502 -1.40501
H -4.48556 -5.20999 0.99042
H -3.46280 -3.76444 2.74956
H -1.95078 -1.89451 2.07905
H -0.65450 1.96976 -1.17098
H -2.13606 3.96020 -1.30765
H -4.60029 3.61987 -1.51749
H -5.59651 1.35273 -1.20415
H -4.12682 -0.55884 -0.60180
H 2.40557 -2.63352 0.69890
H 4.32911 -4.08772 1.28316
H 6.66007 -3.23426 0.98898
H 7.05745 -0.90227 0.19357
H 5.12464 0.58065 -0.31382
H 1.60365 2.73949 0.74067
H 2.28420 4.98402 0.03402
H 3.76004 5.26814 -1.96367
H 4.47027 3.26822 -3.29135
H 4.00757 0.99558 -2.40513
C -0.23957 0.89531 6.37453
N -0.20737 -0.49102 5.95685
C 0.65800 -1.30509 6.77163
C -0.10407 -0.75214 4.52330
C -1.23942 -0.09796 3.79431
C -2.47982 -0.13320 4.47146
C -3.58712 0.57022 3.99824
C -3.44155 1.34457 2.84907
C -2.20469 1.38290 2.18503
C -1.18966 0.52323 2.53617
H 0.71354 1.42265 6.18655
H -0.42041 0.90720 7.45930
H -1.04443 1.44849 5.88143
H 0.54514 -2.34928 6.47123
H 1.71653 -1.01982 6.67282
H 0.36401 -1.18696 7.82076
H 0.87953 -0.46767 4.12724
H -0.18945 -1.84467 4.41620
H -2.54930 -0.68800 5.41208
H -4.54692 0.51034 4.52406
H -4.28726 1.90461 2.44704
H -2.07764 2.06200 1.34349
*
```

**Energy above the lowest of the compared OMol25 structures with the same formula, charge and spin**: 144.4 kJ/mol
**Expectation value of S²**: 2.03
**LUMO (alpha / beta)**: 0.59 / -2.04 eV
**Gap between HOMO and LUMO (alpha / beta)**: 5.264 / 5.140 eV
**Maximum force**: 2.5 eV Å⁻¹